The following is a quantum chemistry calculation of 2 unconnected molecules or ions with the total composition H5NO at a distorted geometry, from the Open Molecules 2025 dataset.

Results
energy above the lowest of the compared OMol25 structures with the same formula, charge and spin	14.3	kJ/mol
gap between HOMO and LUMO	0.423	Ha
strongest force on any atom	1.11	eV/A
HOMO level	-10.579	eV

CARTESIAN COORDINATES (ANGSTROEM)
N 0.3909 0.6958 1.0659
H 1.1051 0.3436 1.6867
H -0.3900 1.1393 1.5397
H 0.7932 1.4816 0.5563
O -0.4713 -1.3444 -1.9421
H -0.0161 -1.0658 -1.1382
H -1.4117 -1.2501 -1.7683

Cartesian forces, eV/Å:
-0.16 0.64 -0.89
-0.24 0.14 0.37
0.19 -0.51 0.49
0.21 -0.37 -0.07
0.15 -0.07 -0.11
-0.22 0.11 0.06
0.07 0.05 0.14

Here are the Löwdin charges for atoms 1 to 4, given in e: 0.008 0.007 0.010 0.014

The following is a quantum chemistry calculation of a molecular structure, C43H65CoGeNO5PSSi4 at a distorted geometry, from the Open Molecules 2025 dataset.

Results
gap between HOMO and LUMO (spin up / spin down)	0.279 / 0.268	Ha
strongest force on any atom	1.73	eV/A
spin multiplicity	3
expectation value of S²	2.02
HOMO level (spin up / spin down)	-7.269 / -6.953	eV

CARTESIAN COORDINATES (ANGSTROEM)
Co -0.1255 0.3624 -0.7725
O 0.1783 2.0541 0.7280
S -1.2897 2.1388 0.8596
O -1.7179 2.6396 2.1438
O -1.8922 0.8202 0.5253
C -1.8774 3.3171 -0.3498
C -2.5680 4.4133 0.1587
C -3.0804 5.3669 -0.7030
C -2.9241 5.2163 -2.0731
C -2.2329 4.1260 -2.5745
C -1.6703 3.1734 -1.7256
P -0.8034 1.6881 -2.3967
C -2.2467 0.9989 -3.3218
C -2.2828 0.8065 -4.6988
C -3.4131 0.2690 -5.3074
C -4.5190 -0.0728 -4.5482
C -4.4902 0.1127 -3.1698
C -3.3615 0.6346 -2.5600
C 0.2931 2.3258 -3.7094
C 0.9901 1.3468 -4.4238
C 1.9478 1.6920 -5.3615
C 2.2313 3.0309 -5.5948
C 1.5749 4.0092 -4.8665
C 0.6233 3.6615 -3.9163
H -2.6916 4.4998 1.2279
H -3.6053 6.2261 -0.3066
H -3.3440 5.9469 -2.7526
H -2.1281 4.0031 -3.6454
H -1.4294 1.0837 -5.3036
H -3.4276 0.1246 -6.3804
H -5.4014 -0.4818 -5.0232
H -5.3530 -0.1482 -2.5692
H -3.3338 0.7571 -1.4818
H 0.7959 0.2997 -4.2134
H 2.4896 0.9180 -5.8896
H 2.9861 3.3079 -6.3193
H 1.8188 5.0525 -5.0227
H 0.1610 4.4379 -3.3230
O 0.6895 -0.5757 1.4950
H 0.5937 0.3994 1.5144
H 1.2490 -0.7019 0.5720
N -0.7717 -1.4912 -1.7809
H -0.8172 -1.4853 -2.7932
H -1.6868 -1.7592 -1.4381
H -0.0818 -2.1766 -1.4922
C -3.8336 0.5336 2.8591
Si -2.4300 -0.3817 3.6739
C -1.3600 0.6427 4.8062
C -3.1855 -1.8071 4.6509
Ge -0.9529 -1.6472 2.2379
Si -2.1085 -3.2812 0.8562
C -3.6194 -2.6005 -0.0231
C -2.7552 -4.5138 2.1304
C -1.1058 -4.3489 -0.3184
Si 0.8118 -2.8293 3.3938
C 1.9720 -1.7093 4.3383
C 1.7312 -3.9035 2.1582
C 0.0008 -3.9641 4.6658
H -4.7142 0.5384 3.5050
H -4.0941 0.0644 1.9086
H -3.5320 1.5567 2.6456
H -1.9394 1.0288 5.6480
H -0.9552 1.4928 4.2527
H -0.5300 0.0527 5.1983
H -3.6185 -1.4247 5.5785
H -2.4516 -2.5688 4.9207
H -3.9839 -2.2888 4.0837
H -4.2928 -2.1375 0.7026
H -4.1502 -3.4282 -0.5002
H -3.4029 -1.8508 -0.7872
H -3.0353 -4.0718 3.0839
H -2.0162 -5.2925 2.3252
H -3.6446 -4.9924 1.7129
H -0.8781 -3.8897 -1.2796
H -1.6915 -5.2522 -0.5089
H -0.1643 -4.6543 0.1372
H 2.4135 -0.9432 3.7023
H 2.7825 -2.3003 4.7721
H 1.4491 -1.2053 5.1536
H 1.8248 -3.4306 1.1775
H 1.2100 -4.8543 2.0319
H 2.7400 -4.1198 2.5169
H -0.3454 -3.3878 5.5272
H 0.7028 -4.7185 5.0307
H -0.8589 -4.4892 4.2509
C 4.0069 0.7912 1.4051
C 4.4127 -0.4323 0.5694
C 5.9124 -0.3197 0.2659
C 4.1602 -1.7023 1.3870
Si 3.3217 -0.4528 -0.9952
O 1.7556 -0.5470 -0.6259
C 3.7380 1.1316 -1.9246
C 4.7631 1.1914 -2.8709
C 5.1422 2.3976 -3.4467
C 4.4970 3.5712 -3.0829
C 3.4552 3.5299 -2.1661
C 3.0764 2.3209 -1.5989
C 3.6911 -1.8755 -2.1926
C 2.6363 -2.2533 -3.0321
C 2.7768 -3.2562 -3.9799
C 3.9915 -3.9155 -4.1132
C 5.0552 -3.5579 -3.2989
C 4.9038 -2.5494 -2.3532
H 4.5399 0.7789 2.3627
H 2.9344 0.8046 1.6165
H 4.2550 1.7233 0.8951
H 6.4621 -0.1022 1.1885
H 6.1252 0.4801 -0.4464
H 6.3187 -1.2493 -0.1336
H 4.8080 -1.7307 2.2716
H 4.3535 -2.6063 0.8012
H 3.1257 -1.7414 1.7294
H 5.2770 0.2805 -3.1613
H 5.9448 2.4237 -4.1740
H 4.8000 4.5154 -3.5190
H 2.9430 4.4432 -1.8872
H 2.2526 2.2944 -0.8908
H 1.6901 -1.7317 -2.9319
H 1.9418 -3.5266 -4.6157
H 4.1081 -4.7017 -4.8484
H 6.0075 -4.0639 -3.3999
H 5.7547 -2.2883 -1.7391

Cartesian forces, eV/Å:
-0.18 -0.11 -1.03
0.08 -0.08 0.05
-0.30 -0.06 0.38
0.13 0.12 -0.09
0.22 0.37 -0.10
0.15 0.11 -0.05
0.03 -0.09 -0.02
0.00 0.04 -0.05
-0.01 0.01 -0.01
-0.01 -0.04 0.05
0.00 -0.08 0.00
-0.34 0.31 -0.03
0.10 0.04 -0.10
0.01 0.02 0.03
0.02 -0.01 -0.01
-0.01 -0.01 0.04
0.01 0.00 0.00
0.06 -0.07 0.02
0.15 -0.02 0.10
-0.03 0.05 0.04
-0.04 -0.01 0.01
-0.03 0.02 0.00
-0.05 -0.02 -0.05
-0.09 -0.04 -0.10
-0.01 0.01 0.01
-0.02 -0.02 0.01
0.00 0.00 0.00
-0.02 0.00 -0.01
-0.01 0.02 -0.04
0.01 0.01 0.00
0.00 0.00 0.00
0.01 -0.02 0.01
-0.01 0.04 0.00
0.04 -0.01 -0.02
-0.01 -0.01 -0.01
0.00 0.00 0.00
0.01 0.01 0.02
-0.03 0.02 -0.02
-1.39 -0.22 1.00
-0.13 0.10 0.24
0.63 -0.24 -0.85
0.02 0.13 0.24
0.01 0.10 -0.02
0.14 -0.12 -0.16
-0.02 0.09 -0.08
0.03 0.04 -0.11
-0.02 -0.11 0.08
0.05 0.14 -0.15
0.13 -0.10 -0.04
1.09 0.08 -0.03
-0.08 -0.11 -0.09
0.05 0.17 0.02
0.09 0.13 0.10
0.14 0.09 -0.05
-0.47 -0.37 0.41
-0.04 0.24 -0.09
-0.04 0.05 -0.14
0.08 0.01 0.01
0.01 -0.05 0.06
-0.05 0.00 0.04
-0.10 -0.05 0.02
-0.02 -0.01 0.00
0.01 -0.01 0.06
-0.02 -0.01 0.03
-0.02 0.04 -0.01
-0.04 -0.01 0.05
-0.03 0.00 0.01
-0.01 0.00 -0.03
-0.01 0.00 -0.01
-0.15 0.01 0.07
-0.05 0.01 0.06
0.03 0.00 0.00
0.01 -0.02 -0.02
-0.09 -0.18 0.09
-0.01 -0.01 0.00
0.04 -0.05 0.02
0.03 0.03 0.01
-0.01 -0.03 -0.01
0.00 -0.03 0.01
0.01 -0.07 0.02
-0.04 -0.02 0.00
0.00 0.00 0.01
0.01 -0.02 0.01
0.03 0.03 0.01
-0.04 -0.06 -0.01
-0.06 -0.05 -0.04
0.03 -0.13 0.03
-0.07 0.01 -0.07
-0.02 0.04 -0.07
0.51 0.13 -0.31
-0.10 -0.14 0.35
-0.17 0.01 0.01
0.00 0.03 0.04
0.01 0.01 0.04
0.02 -0.05 0.04
0.05 -0.01 0.05
0.06 -0.04 -0.01
0.02 -0.05 0.08
0.03 0.03 0.03
-0.01 0.01 -0.01
0.00 0.00 0.01
-0.01 0.02 0.01
-0.06 0.00 -0.03
-0.01 0.00 0.00
0.04 0.02 0.03
0.01 0.02 0.00
-0.02 0.00 0.01
0.03 0.03 0.01
0.02 0.00 0.00
-0.02 0.02 0.01
0.01 0.00 0.02
0.08 0.01 -0.02
0.01 0.00 -0.01
0.00 -0.01 0.00
-0.01 0.00 -0.02
-0.02 -0.01 -0.01
0.01 0.04 0.02
-0.02 -0.03 -0.02
0.00 0.01 0.00
0.00 0.00 0.00
0.00 0.00 0.01
0.01 -0.01 0.01

Here are the Löwdin charges for atoms 1 to 4, given in e: 0.156 -0.345 0.494 -0.321

Q: The lowest strongest force on any atom belongs to which entry?
A: H5NO

Q: Among the records above, which one has the highest strongest force on any atom?
A: C43H65CoGeNO5PSSi4

Q: What is the strongest force on any atom in the first record?
A: 1.11 eV/A